Record 1
Below is 4 unconnected molecules or ions with the total composition C12H27Cl6N, with properties calculated with ωB97M-V/def2-TZVPD.

Output
Max |F| (hartree/bohr): 0.2434
Orbital gap (eV): 9.1642
SMILES: CCN(CC)CC.ClCCCl.ClCCCl.ClCCCl
Energy relative to the best compared isomer or geometry (same formula, charge and spin) (kJ/mol): 734.9

The geometry in ORCA input format:
```
! RIJCOSX wB97M-V def2-TZVPD def2/J DEFGRID3
* xyz 0 1
Cl 35.867 14.155 31.346
Cl 29.157 13.508 35.337
Cl 33.167 14.855 32.936
Cl 30.811 11.837 31.671
Cl 39.931 16.941 30.846
Cl 38.101 17.048 34.747
N 37.606 11.435 34.908
C 39.396 17.138 33.543
C 34.355 13.567 33.557
C 37.398 9.291 33.839
C 35.830 11.860 36.585
C 39.142 16.233 32.317
C 30.300 13.184 33.902
C 35.657 14.016 33.049
C 39.105 11.337 34.807
C 37.128 11.139 36.263
C 40.022 12.460 35.440
C 36.936 10.560 34.042
C 29.636 12.115 32.988
H 34.963 11.403 35.843
H 37.665 11.773 36.890
H 31.187 12.721 34.448
H 30.426 14.099 33.294
H 35.410 11.577 37.537
H 39.494 12.518 36.276
H 39.295 11.378 33.718
H 36.574 13.472 33.430
H 29.468 11.231 33.311
H 36.045 10.957 33.754
H 35.852 12.781 36.507
H 39.426 18.236 33.358
H 36.122 14.921 33.479
H 33.822 12.606 32.964
H 39.663 15.267 32.297
H 37.991 16.273 32.018
H 40.992 12.319 35.378
H 37.380 11.040 33.080
H 34.370 13.448 34.517
H 39.266 10.250 35.059
H 28.720 12.719 32.752
H 38.481 8.902 34.150
H 37.298 10.074 36.310
H 39.776 13.240 34.975
H 40.351 16.838 34.030
H 36.714 8.719 34.640
H 37.279 8.991 32.718
*
```

Record 2
Below is a molecular structure, C12H27ClErNO2P2, with properties calculated with ωB97M-V/def2-TZVPD.

Output
Max |F| (hartree/bohr): 0.0472
Orbital gap (spin up / spin down) (eV): 6.9646 / 6.9908
<S²>: 3.754
Energy relative to the best compared isomer or geometry (same formula, charge and spin) (kJ/mol): 250.0

The geometry in ORCA input format:
```
! RIJCOSX wB97M-V def2-TZVPD def2/J DEFGRID3
* xyz 0 4
Er -0.053 0.013 1.192
Cl -1.229 -0.248 3.998
P -2.213 -0.814 0.034
P 2.128 1.413 1.102
O 0.503 -3.695 0.408
O -0.532 -3.407 -2.054
N -0.038 1.014 -1.084
C 0.068 2.073 -3.653
C 0.075 -1.055 3.260
C -2.672 -2.507 0.467
C 0.887 2.570 -2.644
C 3.664 0.593 0.633
C 1.667 2.626 -0.203
C -0.801 1.026 -3.349
C 2.380 2.319 2.653
C 0.809 2.033 -1.356
C -1.723 -0.727 -1.728
C -3.602 0.289 0.383
C -0.817 0.482 -2.056
H 4.504 1.286 0.589
H -3.778 0.306 1.465
H 1.470 2.873 2.902
H 2.605 3.062 -0.584
H 3.862 -0.196 1.367
H -3.347 1.314 0.100
H -2.675 -0.643 -2.278
H 0.104 2.490 -4.653
H -0.907 1.697 1.681
H 1.016 -1.342 0.179
H -4.501 -0.043 -0.138
H -0.185 -3.750 -1.182
H -1.477 0.602 -4.072
H 0.870 -2.743 0.337
H 0.348 -3.839 1.354
H -1.829 -3.181 0.297
H -2.912 -2.555 1.533
H -0.152 -2.101 3.038
H 1.053 -0.719 3.630
H 2.539 1.596 3.460
H 3.234 2.993 2.586
H 1.082 3.421 0.299
H -3.529 -2.818 -0.128
H -1.213 -1.702 -1.996
H 3.511 0.088 -0.325
H 0.212 -3.468 -2.658
H 1.593 3.373 -2.806
*
```

Record 3
Below is a molecular structure, C12H27CuN3OTa, with properties calculated with ωB97M-V/def2-TZVPD.

Output
Max |F| (hartree/bohr): 0.1842
Orbital gap (spin up / spin down) (eV): 4.5681 / 4.5633

The geometry in ORCA input format:
```
! RIJCOSX wB97M-V def2-TZVPD def2/J DEFGRID3
* xyz 2 1
Ta -0.499 -0.007 1.144
Cu -1.547 -2.828 2.255
O -4.413 -1.854 1.477
N -0.150 1.929 0.387
N -2.026 -1.107 1.462
N 0.847 -1.302 0.452
C 0.116 0.340 3.139
C 0.423 2.183 -1.991
C 0.276 -3.653 0.222
C 1.735 -2.581 -1.451
C 1.026 2.590 0.843
C 0.556 -2.349 -0.513
C -0.650 -1.956 -1.355
C 2.214 -1.202 0.923
C -0.607 2.512 -0.890
C -3.166 -1.932 1.659
C -1.962 1.903 -1.257
C -0.814 4.061 -0.836
H 1.127 -3.867 0.884
H 1.573 2.075 1.653
H -0.742 0.060 3.781
H -2.308 2.288 -2.228
H -1.260 4.356 -1.812
H -0.882 -2.803 -2.000
H -1.508 4.256 0.001
H 1.435 -3.360 -2.151
H -2.729 2.232 -0.537
H 2.616 -2.976 -0.930
H 2.610 -2.228 1.070
H 1.986 -1.698 -2.049
H 0.093 2.511 -2.987
H -0.413 -1.112 -2.014
H 1.793 2.689 0.041
H 0.131 -4.444 -0.541
H -0.652 -3.582 0.857
H 1.346 2.730 -1.805
H 2.842 -0.756 0.121
H 0.990 -0.274 3.412
H 0.682 1.115 -2.068
H 2.316 -0.561 1.831
H -2.029 0.797 -1.322
H 0.160 4.555 -0.664
H 0.733 3.598 1.213
H -1.555 -1.762 -0.768
H 0.289 1.414 3.341
*
```

Record 4
Below is 2 unconnected molecules or ions with the total composition C12H27N2O3P, with properties calculated with ωB97M-V/def2-TZVPD.

Output
Max |F| (hartree/bohr): 0.0220
Orbital gap (eV): 6.6537
Energy relative to the best compared isomer or geometry (same formula, charge and spin) (kJ/mol): 13.4

The geometry in ORCA input format:
```
! RIJCOSX wB97M-V def2-TZVPD def2/J DEFGRID3
* xyz 0 1
P -1.648 -3.883 -2.722
O -1.669 -2.463 -3.715
O -2.248 -2.860 -1.435
O 1.100 -1.298 -2.490
N 1.396 1.329 2.194
N 0.139 -3.456 -2.165
C 2.928 3.164 1.579
C 2.520 2.351 0.343
C 0.632 -2.395 -2.393
C -0.832 -0.126 0.217
C -3.168 -1.944 -1.969
C -1.014 0.553 1.573
C -2.526 -1.462 -3.261
C 1.499 0.217 3.176
C -0.737 0.811 -0.982
C 2.155 1.003 0.925
C -0.064 1.678 1.966
C 2.109 2.566 2.730
H -1.944 -0.559 -3.040
H 0.032 -0.793 0.247
H -4.135 -2.434 -2.120
H 1.665 2.802 -0.157
H -3.255 -1.217 -4.041
H 1.051 -0.676 2.754
H 1.354 3.241 3.122
H -1.092 -4.626 -3.798
H 3.991 3.047 1.782
H -0.400 2.072 2.926
H 2.737 4.227 1.455
H -1.726 1.155 -1.288
H -1.588 -4.994 -1.835
H 3.314 2.264 -0.394
H -3.279 -1.113 -1.268
H -0.291 0.252 -1.797
H -0.073 2.503 1.257
H 1.569 0.371 0.272
H 2.550 0.035 3.380
H -0.119 1.696 -0.817
H 2.743 2.240 3.550
H -1.025 -0.206 2.358
H -3.002 -4.239 -3.111
H -1.671 -0.804 0.056
H -2.008 1.008 1.612
H 3.048 0.461 1.236
H 0.985 0.505 4.089
*
```

Record 5
Below is 2 unconnected molecules or ions with the total composition C12H27N6O2, with properties calculated with ωB97M-V/def2-TZVPD.

Output
Max |F| (hartree/bohr): 0.1404
Orbital gap (eV): 8.1085

The geometry in ORCA input format:
```
! RIJCOSX wB97M-V def2-TZVPD def2/J DEFGRID3
* xyz 1 1
O -3.094 0.359 -2.935
O -3.434 2.129 -1.607
N 1.966 -1.474 -1.512
N 3.339 -2.287 0.568
N 1.456 -3.600 -0.024
N 3.359 -3.282 1.541
N 0.008 -0.455 -2.797
N 0.927 0.888 4.060
C -5.335 0.704 -2.234
C -4.740 2.678 0.374
C -4.284 3.123 -1.001
C 4.400 -1.179 0.620
C 2.411 -0.192 2.272
C 1.835 1.246 2.904
C 3.831 0.085 1.499
C 2.166 -4.148 1.199
C 2.199 -2.359 -0.468
C 0.246 0.709 -1.862
C 0.757 -1.705 -2.391
C -3.880 1.064 -2.310
H 5.420 -1.533 1.076
H -0.044 -2.418 -1.869
H 0.318 0.432 -0.727
H -3.877 2.453 1.009
H -5.635 0.272 -3.195
H -5.340 1.765 0.323
H 3.708 1.040 0.822
H -3.677 4.029 -0.901
H 4.664 0.317 2.321
H -0.712 1.413 -1.962
H 1.546 -0.596 1.593
H 1.149 1.717 2.061
H 3.998 -3.455 2.350
H -5.337 3.458 0.853
H 1.132 -2.319 -3.343
H -0.023 1.338 3.914
H 1.710 -5.100 1.709
H 4.655 -0.775 -0.474
H -5.993 1.557 -2.068
H -5.483 -0.036 -1.445
H -1.021 -0.682 -2.700
H -5.118 3.382 -1.660
H 0.704 -0.152 4.011
H 2.749 1.924 3.181
H 1.150 1.345 -2.269
H 2.655 -0.678 -1.629
H 2.570 -1.001 3.124
*
```

Record 6
Below is a molecular structure, C12H27NNiO5P2S2, with properties calculated with ωB97M-V/def2-TZVPD.

Output
Max |F| (hartree/bohr): 0.0211
Orbital gap (spin up / spin down) (eV): 4.8218 / 3.8383
<S²>: 2.010

The geometry in ORCA input format:
```
! RIJCOSX wB97M-V def2-TZVPD def2/J DEFGRID3
* xyz 2 3
Ni 3.383 4.782 2.277
S -2.558 -1.862 2.093
S -2.329 -3.543 -0.159
P 4.357 -2.022 -0.227
P 2.379 -0.888 -0.100
O 4.279 -2.996 -1.498
O 5.596 -1.069 -0.651
O 2.473 4.382 -0.294
O 4.545 -2.742 1.041
O -5.989 0.420 -0.006
N -3.783 -1.459 -0.421
C 0.115 -1.100 1.505
C 2.566 0.115 -1.637
C 3.583 2.205 -0.453
C -3.651 0.010 -0.405
C -2.935 -2.148 0.398
C -5.215 -1.929 -0.374
C -1.213 -0.622 2.122
C 2.989 3.289 0.436
C 2.616 1.649 -1.522
C -4.695 0.640 0.501
C 0.605 -0.278 0.310
C -6.195 -0.804 -0.688
H -1.125 -0.448 3.196
H 1.695 -0.157 -2.242
H 0.882 -1.044 2.287
H 2.241 2.889 1.136
H 4.423 2.681 -0.967
H 2.862 -0.392 1.150
H 4.019 1.424 0.175
H -4.598 0.258 1.528
H 0.531 0.793 0.543
H 1.529 4.506 -0.132
H -0.015 -0.488 -0.573
H 3.905 3.680 0.991
H 1.806 -2.197 -0.175
H -2.635 0.278 -0.113
H -5.417 -2.397 0.593
H 2.985 2.008 -2.483
H 5.772 -0.387 0.008
H -1.576 0.304 1.678
H -4.541 1.721 0.535
H -5.352 -2.695 -1.138
H 0.024 -2.151 1.222
H -3.797 0.364 -1.428
H -6.227 -0.623 -1.767
H -7.181 -1.174 -0.399
H 3.447 -0.211 -2.193
H 1.616 2.076 -1.415
H 3.804 -2.646 -2.264
*
```

| no. | electronic energy (hartree) |
| --- | --- |
| 1 | -3289.01917 |
| 2 | -2836.49612 |
| 3 | -2409.69869 |
| 4 | -1149.90820 |
| 5 | -951.96596 |
| 6 | -3891.00554 |